# 1
{"formula": "C22H49MoN2O2P3", "method": "ωB97M-V with the def2-TZVPD basis set", "elements": ["Mo", "P", "P", "P", "H", "C", "C", "H", "C", "C", "C", "C", "C", "C", "C", "C", "C", "H", "H", "H", "H", "H", "H", "H", "H", "H", "H", "H", "H", "H", "H", "H", "H", "H", "H", "H", "H", "H", "H", "H", "H", "H", "H", "H", "H", "H", "C", "C", "C", "C", "C", "C", "O", "H", "H", "H", "H", "H", "H", "C", "N", "C", "C", "O", "N", "C", "C", "H", "H", "H", "H", "H", "H", "H", "H", "H", "H", "H", "H"], "positions_angstrom": [[-0.369457, 0.033521, 0.304321], [-2.637160, 0.292436, -0.243860], [-0.169785, -1.888123, -0.913321], [0.397812, 2.067444, -0.387831], [5.466154, -1.794932, -5.663370], [5.853670, -1.015463, -4.996732], [6.416395, -1.306006, -3.815439], [6.452727, -2.340356, -3.445352], [-2.937888, 0.841957, -1.966234], [-3.904188, -1.035464, -0.141261], [-3.545067, 1.500864, 0.767798], [1.329723, -2.858739, -1.230222], [-1.133236, -3.000056, 0.229353], [-1.046025, -1.985349, -2.537806], [2.189801, 2.411617, -0.460439], [-0.203714, 3.204195, 0.934343], [-0.188827, 2.907832, -1.914746], [5.835199, 0.010070, -5.382756], [6.964889, -0.545701, -3.239224], [-3.996021, 1.129094, -1.983358], [-2.776478, 0.030894, -2.683504], [-2.313855, 1.691584, -2.259727], [-4.873439, -0.593553, -0.433003], [-3.982355, -1.410218, 0.889089], [-3.689634, -1.874984, -0.809903], [-4.564492, 1.597765, 0.369540], [-3.071836, 2.486888, 0.793279], [-3.596998, 1.103799, 1.787701], [1.301123, -3.784150, -0.641050], [2.210067, -2.250699, -0.957129], [1.385569, -3.085230, -2.305585], [-2.142647, -3.172854, -0.155616], [-1.258140, -2.630438, 1.258404], [-0.579931, -3.943952, 0.264214], [-0.759130, -2.919878, -3.042413], [-0.741183, -1.131377, -3.161415], [-2.138854, -1.957932, -2.415253], [2.492135, 3.188906, 0.247073], [2.486954, 2.704747, -1.473843], [2.727097, 1.492112, -0.221840], [0.535034, 3.995169, 1.100775], [-0.350443, 2.664698, 1.877037], [-1.162005, 3.658149, 0.657862], [0.503171, 3.697893, -2.229644], [-1.172421, 3.360879, -1.757312], [-0.261935, 2.182174, -2.730719], [3.992547, -0.159969, -2.084373], [3.073680, -0.070430, -3.202667], [3.059914, 1.050458, -4.012032], [3.988491, 2.084352, -3.813565], [4.990751, 1.965983, -2.844052], [5.058351, 0.833216, -2.062034], [3.844957, -1.001733, -1.149806], [0.986678, -0.154752, -0.690022], [2.361534, -0.891780, -3.302385], [2.332074, 1.105258, -4.824087], [3.942163, 2.980709, -4.425745], [5.728272, 2.764600, -2.706712], [5.909769, 0.651056, -1.402737], [-0.100817, -0.505838, 2.994364], [-1.072344, -0.382382, 4.085525], [-0.874698, 0.748273, 4.970309], [-2.286454, -1.028563, 3.898540], [-2.498287, -1.669286, 2.851988], [-3.344422, -0.941359, 4.795067], [-3.245460, -0.921363, 6.240214], [-4.542500, -1.632663, 4.351625], [0.909435, -0.465473, 3.426426], [-0.196966, 0.395008, 2.261015], [-0.267116, -1.470599, 2.508318], [-1.818646, 1.055016, 5.416932], [-0.173216, 0.531813, 5.788930], [-0.451303, 1.619157, 4.448193], [-4.240820, -0.621517, 6.606028], [-3.048601, -1.933202, 6.643198], [-2.469186, -0.233646, 6.583446], [-4.825142, -1.311313, 3.345104], [-4.386662, -2.723776, 4.333517], [-5.316348, -1.394488, 5.090596]], "atomic_forces_ev_per_a": [[1.43, -1.62, 3.27], [-3.50, 0.21, -2.14], [-1.27, -3.53, -1.65], [0.68, 4.13, -0.93], [0.16, 0.26, 0.29], [-0.67, 0.47, -1.28], [0.67, -0.30, 1.45], [-0.11, 0.53, -0.03], [0.24, 0.17, 0.01], [0.28, -0.74, 0.33], [0.70, 0.50, 0.67], [0.84, 0.75, 0.16], [0.04, 0.25, 0.02], [-0.05, 0.48, 0.05], [0.46, -0.81, 0.05], [-0.23, -0.28, 0.13], [-0.28, -0.46, -0.32], [-0.03, -0.36, 0.15], [-0.13, -0.43, -0.38], [0.20, 0.02, -0.18], [-0.11, 0.19, 0.22], [-0.37, -0.21, 0.09], [0.51, 0.02, 0.03], [0.11, 0.07, -0.24], [-0.11, 0.21, 0.11], [0.31, -0.13, -0.03], [-0.17, -0.13, 0.01], [-0.09, 0.13, -0.05], [0.07, 0.29, -0.24], [-0.22, -0.61, -0.12], [-0.02, -0.02, 0.40], [0.25, 0.01, 0.00], [-0.05, -0.06, -0.20], [-0.21, 0.12, 0.07], [-0.09, 0.24, 0.28], [-0.08, -0.31, 0.05], [0.46, -0.06, 0.00], [-0.18, -0.11, -0.10], [-0.25, -0.02, 0.23], [0.23, 0.12, 0.14], [-0.15, -0.11, -0.03], [0.07, 0.21, 0.04], [0.23, -0.08, 0.00], [-0.02, -0.17, 0.36], [0.17, -0.11, 0.02], [0.03, 0.15, 0.00], [0.20, -2.00, 1.80], [-0.70, 0.47, -1.01], [-0.78, -1.47, 0.07], [0.22, 0.30, 0.28], [0.50, 0.07, 0.46], [1.18, 0.41, -0.05], [0.33, 2.17, -2.12], [-0.80, 0.33, -0.53], [0.13, 0.30, -0.16], [0.25, 0.09, 0.20], [0.02, -0.09, -0.03], [-0.21, -0.38, -0.21], [-0.41, 0.20, 0.15], [-0.93, -0.27, 2.09], [0.85, -0.02, -1.43], [0.34, 0.64, 0.86], [-2.26, -0.33, 0.66], [1.06, 0.65, -0.89], [1.90, 0.06, -1.24], [0.05, -0.05, 0.89], [-0.45, -0.47, -0.04], [-0.16, 0.27, -0.42], [0.03, 0.01, 0.77], [0.11, 0.12, -0.15], [0.12, 0.06, -0.25], [-0.21, -0.16, -0.21], [-0.22, -0.24, -0.16], [0.67, 0.14, 0.12], [0.02, 0.41, -0.21], [-0.38, -0.31, 0.19], [-0.11, -0.02, 0.32], [-0.12, 0.33, 0.02], [0.02, -0.11, -0.50]], "largest_force_ev_per_a": 4.28, "charge": 4, "spin_multiplicity": 3, "total_energy_ha": -2218.1958}



# 2
{"formula": "C4H6N4S2", "method": "ωB97M-V with the def2-TZVPD basis set", "elements": ["C", "C", "C", "C", "N", "N", "N", "N", "S", "S", "H", "H", "H", "H", "H", "H"], "positions_angstrom": [[0.928341, -2.225404, 0.765543], [1.927467, -1.705637, -0.023447], [0.331326, -0.149205, 0.248090], [-1.143055, 1.584982, -0.386739], [-0.050389, -1.260303, 0.870716], [1.496511, -0.416524, -0.346194], [-2.262212, 1.238363, -0.022302], [-0.440059, 2.500580, -1.008370], [3.409364, -2.285664, -0.549230], [-1.536408, -1.415450, 1.720670], [0.846377, -3.169315, 1.257583], [2.042849, 0.204497, -0.920570], [-2.098327, -0.383629, 1.047070], [-3.127043, 1.749421, -0.159908], [0.555868, 2.410080, -1.091239], [-0.880610, 3.323206, -1.401674]], "atomic_forces_ev_per_a": [[0.06, 0.00, -0.25], [0.51, -0.30, -0.06], [-1.98, 2.47, -0.95], [0.41, -3.17, 1.51], [-0.22, 1.02, -0.04], [-0.41, -0.04, 0.24], [0.50, 0.46, -0.35], [0.49, 0.42, -0.31], [0.50, -0.23, -0.19], [-0.06, -0.04, 0.07], [0.02, -0.21, 0.08], [0.07, -0.15, 0.08], [-0.05, -0.20, 0.11], [0.16, 0.17, -0.10], [0.01, -0.02, 0.04], [-0.03, -0.18, 0.10]], "largest_force_ev_per_a": 3.54, "charge": 0, "e_above_lowest_kj_mol": 394.5}



Result set for M: 562.51; 174.25 g mol⁻¹, one per record in the order listed.